Below is 3 unconnected molecules or ions with the total composition C40H50N5O5S, with properties calculated with the ωB97M-V functional and the def2-TZVPD basis.

CARTESIAN COORDINATES (ANGSTROEM)
C (-3.270, 3.860, 3.295)
C (-2.284, 4.268, 4.244)
C (-0.884, 4.644, 5.079)
C (0.082, 3.296, 5.042)
C (1.515, 3.520, 4.279)
C (1.687, 2.711, 2.863)
C (2.008, 1.070, 2.920)
C (2.105, 0.249, 4.362)
C (0.789, -0.780, 4.437)
S (-0.674, -0.198, 3.423)
C (-1.539, -1.605, 2.540)
N (-2.544, -2.623, 3.034)
N (-3.001, -3.504, 2.053)
C (-2.333, -3.175, 0.719)
O (-1.467, -2.023, 1.102)
C (2.250, 0.164, 1.536)
C (2.618, -1.456, 1.653)
O (3.724, -1.726, 2.401)
O (1.878, -2.538, 0.985)
C (2.741, -3.753, 1.061)
C (2.099, -5.036, 0.201)
C (3.315, -6.184, 0.207)
C (4.050, -6.144, -1.269)
C (2.805, -7.671, 0.674)
C (2.101, 0.982, 0.120)
C (2.285, 0.112, -1.294)
C (1.958, -0.621, -2.474)
C (1.775, 2.605, 0.162)
C (1.648, 3.333, -1.338)
C (3.047, 3.302, -2.193)
C (2.617, 3.036, -3.788)
C (1.441, 4.074, -4.305)
O (1.596, 5.426, -4.346)
O (0.083, 3.601, -4.733)
N (1.572, 3.374, 1.475)
C (1.275, 4.888, 1.473)
C (2.588, 5.868, 1.647)
C (2.419, 7.512, 1.712)
C (0.906, 8.173, 1.606)
C (-0.383, 7.167, 1.391)
C (-0.236, 5.529, 1.322)
H (-3.887, 3.421, 2.401)
H (-1.210, 4.815, 6.215)
H (-0.361, 5.613, 4.681)
H (-0.582, 2.433, 4.615)
H (0.340, 3.069, 6.185)
H (2.357, 3.091, 5.009)
H (1.704, 4.674, 4.221)
H (1.983, 0.964, 5.300)
H (3.127, -0.308, 4.510)
H (0.426, -0.790, 5.573)
H (1.180, -1.858, 4.111)
H (-2.498, -3.696, -0.315)
H (3.812, -3.578, 0.564)
H (2.837, -4.170, 2.176)
H (1.147, -5.403, 0.792)
H (1.874, -4.695, -0.898)
H (4.154, -5.856, 0.990)
H (5.208, -6.414, -1.207)
H (3.995, -5.038, -1.716)
H (3.504, -6.857, -2.019)
H (3.231, -7.853, 1.774)
H (3.248, -8.533, 0.002)
H (1.634, -7.679, 0.724)
H (1.646, -1.107, -3.518)
H (1.246, 4.431, -1.281)
H (0.840, 2.699, -1.946)
H (3.774, 2.417, -1.921)
H (3.650, 4.322, -2.160)
H (3.580, 3.124, -4.482)
H (2.215, 1.934, -3.960)
H (-0.215, 2.864, -4.091)
H (3.695, 5.438, 1.733)
H (3.353, 8.219, 1.872)
H (0.843, 9.350, 1.693)
H (-1.447, 7.673, 1.310)
H (-1.157, 4.814, 1.175)
C (-2.251, -1.651, -3.180)
C (-3.066, -0.869, -4.201)
C (-2.328, 0.350, -4.756)
C (-2.068, 1.362, -3.724)
N (-1.858, 2.159, -2.907)
H (-2.032, -1.048, -2.294)
H (-2.809, -2.534, -2.850)
H (-1.304, -1.990, -3.610)
H (-4.015, -0.561, -3.746)
H (-3.314, -1.537, -5.035)
H (-2.937, 0.799, -5.550)
H (-1.385, 0.037, -5.217)
C (-5.433, -3.640, -1.671)
C (-6.634, -4.262, -2.370)
C (-6.290, -4.883, -3.724)
C (-5.847, -3.880, -4.701)
N (-5.492, -3.088, -5.471)
H (-5.019, -2.807, -2.248)
H (-5.727, -3.251, -0.691)
H (-4.640, -4.380, -1.519)
H (-7.415, -3.501, -2.490)
H (-7.047, -5.044, -1.721)
H (-7.179, -5.392, -4.114)
H (-5.515, -5.648, -3.598)

Computed properties:
* orbital gap: 6.8022 eV
* HOMO level: -11.46 eV
* molecular weight: 712.9 Da
* net charge: +1